Entry 1:
{"formula": "C47H50N6NaO2P2S4SbSe4", "method": "ωB97M-V/def2-TZVPD", "charge": -2, "lumo_ev": 3.0, "e_homo_ev": -1.73, "gap_ev": 4.711, "relative_energy_kcal_mol": 56.3, "elements": ["Na", "C", "S", "C", "S", "N", "N", "C", "C", "C", "C", "C", "C", "N", "H", "H", "H", "H", "H", "H", "H", "H", "C", "S", "C", "C", "C", "N", "P", "C", "C", "C", "C", "C", "C", "C", "C", "C", "C", "C", "C", "P", "C", "C", "C", "C", "C", "C", "C", "C", "C", "C", "C", "C", "H", "H", "H", "H", "H", "H", "H", "H", "H", "H", "H", "H", "H", "H", "H", "H", "H", "H", "H", "H", "H", "H", "H", "H", "H", "H", "H", "H", "H", "C", "N", "C", "C", "N", "C", "S", "H", "H", "H", "H", "H", "H", "H", "H", "O", "C", "O", "C", "C", "C", "C", "C", "C", "H", "H", "H", "H", "H", "Se", "Sb", "Se", "Se", "Se"], "xyz": [[-0.01, -0.97, 0.92], [6.70, 0.20, 1.74], [5.40, 1.48, 1.75], [3.95, 0.51, 1.83], [3.96, -0.96, 0.84], [2.97, 0.95, 2.50], [1.73, 0.52, 2.44], [1.02, 0.37, 3.52], [-0.39, 0.15, 3.48], [-1.07, -0.19, 4.67], [-2.42, -0.43, 4.64], [-3.09, -0.34, 3.42], [-2.36, 0.01, 2.31], [-1.06, 0.27, 2.32], [7.64, 0.73, 1.59], [6.69, -0.32, 2.69], [6.51, -0.48, 0.92], [1.50, 0.36, 4.50], [-0.50, -0.28, 5.58], [-2.95, -0.70, 5.54], [-4.15, -0.56, 3.34], [-2.84, 0.09, 1.34], [-2.57, 5.97, -3.06], [-2.55, 6.43, -1.31], [-1.77, 4.94, -0.60], [-2.68, 3.74, -0.63], [-2.06, 2.48, 0.00], [-0.91, 1.97, -0.74], [-1.19, 0.28, -1.20], [-2.53, 0.66, -2.38], [-3.70, -0.08, -2.28], [-4.81, 0.24, -3.05], [-4.74, 1.30, -3.95], [-3.57, 2.02, -4.08], [-2.47, 1.72, -3.29], [0.22, -0.04, -2.32], [1.40, -0.50, -1.75], [2.50, -0.82, -2.52], [2.42, -0.69, -3.90], [1.23, -0.30, -4.49], [0.13, 0.00, -3.71], [0.65, 1.86, 0.04], [1.65, 2.46, -1.37], [1.16, 3.12, -2.49], [2.01, 3.54, -3.49], [3.37, 3.31, -3.38], [3.88, 2.65, -2.27], [3.02, 2.23, -1.27], [0.67, 3.40, 1.03], [0.18, 3.33, 2.33], [0.14, 4.45, 3.13], [0.58, 5.67, 2.65], [1.10, 5.74, 1.37], [1.17, 4.62, 0.57], [-2.91, 6.85, -3.61], [-3.26, 5.15, -3.22], [-1.57, 5.70, -3.38], [-1.52, 5.22, 0.42], [-0.85, 4.77, -1.16], [-2.96, 3.51, -1.66], [-3.59, 3.96, -0.07], [-2.86, 1.73, 0.02], [-1.79, 2.71, 1.04], [-3.73, -0.91, -1.59], [-5.72, -0.32, -2.95], [-5.60, 1.56, -4.54], [-3.51, 2.83, -4.80], [-1.56, 2.28, -3.38], [1.46, -0.62, -0.68], [3.41, -1.19, -2.06], [3.29, -0.91, -4.51], [1.15, -0.27, -5.57], [-0.79, 0.26, -4.19], [0.09, 3.30, -2.57], [1.62, 4.06, -4.35], [4.04, 3.65, -4.16], [4.94, 2.46, -2.17], [3.41, 1.71, -0.41], [-0.16, 2.38, 2.70], [-0.24, 4.36, 4.14], [0.52, 6.55, 3.27], [1.46, 6.69, 0.99], [1.60, 4.70, -0.42], [-1.37, -5.69, -0.47], [-0.12, -5.16, -0.92], [1.16, -5.58, -0.37], [2.16, -4.65, -1.06], [1.32, -3.85, -1.94], [0.01, -4.07, -1.69], [-1.22, -3.21, -2.40], [-1.26, -6.12, 0.52], [-1.74, -6.45, -1.16], [-2.10, -4.87, -0.43], [1.35, -6.64, -0.61], [1.16, -5.46, 0.72], [2.92, -5.19, -1.63], [2.68, -4.00, -0.35], [1.62, -2.95, -2.26], [0.11, -2.52, 2.89], [-0.61, -3.06, 2.04], [-0.59, -2.77, 0.82], [-1.60, -4.10, 2.49], [-1.19, -5.23, 3.19], [-2.13, -6.18, 3.56], [-3.47, -5.99, 3.27], [-3.87, -4.87, 2.56], [-2.94, -3.93, 2.17], [-0.15, -5.38, 3.41], [-1.82, -7.07, 4.10], [-4.20, -6.73, 3.58], [-4.92, -4.72, 2.33], [-3.23, -3.06, 1.60], [5.52, -2.69, 4.07], [4.21, -3.88, 2.37], [2.97, -5.89, 3.09], [5.51, -4.24, 0.31], [2.31, -2.12, 1.61]]}

Entry 2:
{"formula": "C25H18IrN6S3", "method": "ωB97M-V/def2-TZVPD", "charge": 1, "lumo_ev": [-5.5, -5.5], "e_homo_ev": [-10.42, -10.42], "gap_ev": [4.887, 4.887], "relative_energy_kcal_mol": 22.6, "elements": ["Ir", "C", "C", "C", "C", "C", "C", "N", "C", "C", "C", "C", "C", "C", "N", "N", "C", "C", "C", "C", "C", "N", "H", "H", "H", "H", "H", "H", "H", "H", "H", "H", "H", "H", "H", "S", "C", "S", "C", "N", "N", "C", "C", "C", "C", "C", "C", "S", "H", "H", "H", "H", "H"], "xyz": [[-0.09, -0.52, -1.05], [-3.77, -4.48, -1.65], [-3.05, -4.50, -2.84], [-1.86, -3.80, -2.97], [-1.37, -3.08, -1.88], [-2.08, -3.07, -0.68], [-3.28, -3.76, -0.57], [-0.21, -2.29, -1.93], [0.88, -2.48, -2.76], [1.28, -3.70, -3.32], [2.43, -3.75, -4.08], [3.23, -2.63, -4.30], [2.89, -1.42, -3.74], [1.72, -1.37, -2.98], [1.29, -0.20, -2.31], [1.89, 0.90, -2.37], [1.30, 1.88, -1.54], [1.77, 3.17, -1.58], [1.13, 4.12, -0.79], [0.06, 3.73, 0.00], [-0.34, 2.41, 0.00], [0.26, 1.49, -0.75], [-4.69, -5.03, -1.56], [-3.44, -5.05, -3.69], [-1.35, -3.78, -3.92], [-1.67, -2.57, 0.19], [-3.82, -3.75, 0.37], [0.71, -4.60, -3.13], [2.74, -4.70, -4.50], [4.13, -2.71, -4.90], [3.49, -0.53, -3.87], [2.60, 3.41, -2.22], [1.47, 5.15, -0.79], [-0.46, 4.44, 0.63], [-1.15, 2.05, 0.63], [-2.62, 0.07, 4.69], [-1.33, 0.08, 3.68], [-0.95, -1.30, 2.68], [0.35, -0.42, 1.96], [0.54, 0.75, 2.44], [-0.37, 1.05, 3.41], [-0.20, 2.34, 4.02], [-0.86, 2.70, 5.20], [-0.65, 3.96, 5.74], [0.20, 4.87, 5.13], [0.85, 4.50, 3.96], [0.66, 3.25, 3.40], [1.33, -1.05, 0.64], [-1.51, 2.00, 5.69], [-1.16, 4.22, 6.65], [0.35, 5.85, 5.56], [1.53, 5.19, 3.48], [1.19, 2.97, 2.51]]}

Entry 3:
{"formula": "C20H35BrFN4O8", "method": "ωB97M-V/def2-TZVPD", "charge": 1, "lumo_ev": -4.8, "e_homo_ev": -10.65, "gap_ev": 5.857, "elements": ["O", "C", "F", "N", "C", "O", "C", "C", "C", "C", "O", "O", "Br", "C", "C", "N", "H", "H", "H", "H", "H", "C", "O", "C", "C", "N", "C", "C", "O", "C", "H", "H", "H", "H", "H", "H", "H", "H", "H", "H", "H", "H", "H", "H", "H", "C", "O", "C", "C", "N", "C", "C", "O", "C", "H", "H", "H", "H", "H", "H", "H", "H", "H", "H", "H", "H", "H", "H", "H"], "xyz": [[5.36, -3.09, 4.16], [6.04, -2.92, 3.22], [6.68, -1.77, 3.05], [6.22, -3.82, 2.14], [5.61, -3.35, 0.96], [6.04, -3.54, -0.14], [4.29, -2.65, 1.18], [3.20, -3.39, 1.59], [1.99, -2.73, 1.81], [0.81, -3.57, 2.22], [0.21, -4.20, 1.42], [0.56, -3.63, 3.56], [-0.18, -2.06, 4.16], [1.92, -1.36, 1.62], [3.04, -0.67, 1.21], [4.19, -1.32, 1.00], [7.21, -3.99, 1.96], [3.32, -4.44, 1.73], [1.00, -0.84, 1.79], [3.00, 0.39, 1.08], [5.02, -0.81, 0.71], [-2.77, 0.24, -3.80], [-3.85, -0.37, -3.13], [-3.98, -1.77, -3.37], [-3.65, -2.57, -2.13], [-2.23, -2.50, -1.81], [-1.88, -3.03, -0.50], [-2.46, -2.36, 0.74], [-1.97, -1.04, 0.98], [-2.65, -0.02, 0.26], [-2.87, 1.32, -3.68], [-1.80, -0.06, -3.38], [-2.78, 0.01, -4.87], [-3.37, -2.08, -4.22], [-5.03, -1.95, -3.63], [-3.93, -3.61, -2.29], [-4.28, -2.17, -1.31], [-1.93, -1.53, -1.86], [-0.79, -2.98, -0.42], [-2.14, -4.09, -0.47], [-2.13, -2.95, 1.60], [-3.55, -2.37, 0.76], [-3.70, -0.26, 0.11], [-2.17, 0.18, -0.71], [-2.59, 0.90, 0.84], [-1.69, 4.28, -2.60], [-1.05, 5.13, -1.66], [-1.77, 5.32, -0.45], [-1.06, 4.64, 0.71], [-1.12, 3.19, 0.60], [-0.27, 2.46, 1.53], [1.24, 2.66, 1.44], [1.83, 2.14, 0.26], [1.81, 3.01, -0.87], [-1.13, 4.35, -3.53], [-1.69, 3.23, -2.27], [-2.72, 4.60, -2.78], [-2.80, 4.96, -0.54], [-1.80, 6.39, -0.25], [-1.54, 4.95, 1.65], [-0.03, 5.01, 0.72], [-0.87, 2.93, -0.35], [-0.47, 1.40, 1.38], [-0.59, 2.70, 2.55], [1.67, 2.08, 2.27], [1.55, 3.70, 1.60], [1.88, 4.06, -0.57], [0.91, 2.86, -1.47], [2.66, 2.77, -1.50]]}

Entry 4:
{"formula": "C30H29AsFN4O8SbSe4Ti", "method": "ωB97M-V/def2-TZVPD", "charge": -2, "lumo_ev": 3.4, "e_homo_ev": -1.80, "gap_ev": 5.167, "relative_energy_kcal_mol": 3.2, "elements": ["Ti", "O", "C", "O", "C", "C", "C", "C", "C", "N", "C", "O", "O", "H", "H", "H", "C", "C", "C", "C", "C", "C", "C", "F", "C", "C", "C", "O", "C", "C", "N", "C", "C", "O", "O", "H", "H", "H", "H", "H", "H", "H", "H", "H", "H", "H", "C", "As", "C", "C", "H", "H", "H", "H", "H", "H", "H", "H", "H", "N", "C", "O", "C", "C", "C", "N", "C", "C", "H", "H", "H", "H", "H", "H", "Se", "Sb", "Se", "Se", "Se"], "xyz": [[1.79, 0.82, 1.40], [1.66, -2.03, 4.51], [1.84, -1.08, 3.76], [1.34, -0.89, 2.60], [2.68, 0.09, 4.22], [3.42, 0.17, 5.39], [4.10, 1.34, 5.65], [4.00, 2.42, 4.78], [3.24, 2.26, 3.64], [2.63, 1.11, 3.38], [2.96, 3.30, 2.57], [3.39, 4.43, 2.68], [2.22, 2.82, 1.63], [3.44, -0.69, 6.05], [4.71, 1.43, 6.55], [4.50, 3.36, 4.95], [-5.17, -2.03, 1.64], [-4.06, -3.03, 1.32], [-4.51, -3.96, 0.20], [-3.42, -4.97, -0.12], [-2.15, -4.25, -0.46], [-1.23, -4.81, -1.32], [-0.04, -4.15, -1.61], [0.79, -4.76, -2.46], [0.27, -2.94, -1.05], [-0.67, -2.34, -0.20], [-0.34, -1.04, 0.41], [0.73, -0.47, 0.11], [-1.34, -0.49, 1.27], [-2.49, -1.17, 1.48], [-2.80, -2.36, 0.94], [-1.88, -2.99, 0.10], [-1.22, 0.87, 1.90], [-2.24, 1.40, 2.34], [-0.05, 1.37, 1.95], [-6.11, -2.57, 1.72], [-5.26, -1.29, 0.84], [-5.01, -1.51, 2.58], [-3.86, -3.64, 2.21], [-4.75, -3.37, -0.68], [-5.43, -4.46, 0.52], [-3.72, -5.62, -0.94], [-3.26, -5.61, 0.75], [-1.43, -5.78, -1.77], [1.23, -2.47, -1.26], [-3.23, -0.70, 2.11], [3.96, 2.97, -0.89], [2.28, 2.01, -1.01], [2.41, 0.95, -2.63], [1.22, 3.53, -1.67], [4.38, 3.08, -1.89], [4.66, 2.41, -0.28], [3.75, 3.94, -0.44], [1.58, 1.21, -3.29], [2.36, -0.12, -2.37], [3.37, 1.12, -3.12], [1.81, 4.10, -2.38], [0.96, 4.16, -0.82], [0.30, 3.19, -2.16], [-2.66, 2.82, -5.64], [-3.31, 2.98, -4.46], [-4.38, 3.54, -4.38], [-2.61, 2.40, -3.26], [-2.85, 2.96, -2.01], [-2.15, 2.45, -0.92], [-1.28, 1.45, -1.02], [-1.09, 0.89, -2.21], [-1.72, 1.33, -3.36], [-3.03, 3.32, -6.43], [-1.68, 2.60, -5.66], [-3.55, 3.77, -1.91], [-2.29, 2.87, 0.07], [-0.37, 0.08, -2.24], [-1.53, 0.84, -4.30], [7.04, -2.55, 0.03], [5.40, -1.42, -1.31], [3.83, -0.16, 0.72], [3.73, -2.81, -2.38], [6.21, 0.42, -2.65]]}

Entry 5:
{"formula": "C8H16N3O2S", "method": "ωB97M-V/def2-TZVPD", "charge": 1, "lumo_ev": -3.1, "e_homo_ev": -12.54, "gap_ev": 9.421, "relative_energy_kcal_mol": 109.8, "elements": ["C", "C", "C", "C", "C", "C", "C", "C", "N", "N", "N", "O", "O", "S", "H", "H", "H", "H", "H", "H", "H", "H", "H", "H", "H", "H", "H", "H", "H", "H"], "xyz": [[-3.13, -1.12, -0.94], [-0.01, -1.27, 0.99], [-0.38, -0.02, 1.72], [0.87, 0.35, -0.41], [2.43, -2.69, -0.40], [-0.46, 3.46, -0.44], [1.12, -2.13, -0.96], [0.08, 2.59, 0.69], [-4.04, -1.80, -0.58], [0.65, -1.10, -0.12], [-0.13, 1.07, 0.50], [-2.20, -0.46, -0.81], [-1.66, 0.11, 2.04], [2.49, 1.02, -0.11], [0.39, 0.22, 2.58], [0.53, 0.55, -1.52], [3.27, -2.26, -0.90], [2.62, -2.43, 0.63], [2.35, -3.75, -0.46], [0.23, 4.09, -0.95], [-0.63, 2.79, -1.39], [-1.39, 4.02, -0.19], [1.13, -1.83, -2.08], [0.25, -3.01, -0.80], [-0.53, 2.71, 1.60], [1.09, 2.98, 0.88], [-4.44, -2.64, -0.97], [-1.11, 1.16, -0.01], [-2.16, -0.60, 1.70], [2.76, 0.00, 0.73]]}

Entry 6:
{"formula": "C2H2Cl4", "method": "ωB97M-V/def2-TZVPD", "lumo_ev": 0.6, "e_homo_ev": -10.74, "gap_ev": 11.367, "relative_energy_kcal_mol": 7.9, "elements": ["C", "C", "H", "H", "Cl", "Cl", "Cl", "Cl"], "xyz": [[0.93, 0.83, -0.42], [-0.20, 0.09, 0.15], [1.45, 1.57, 0.15], [0.54, 1.36, -1.34], [2.15, -0.30, -0.97], [-0.08, -0.72, 1.66], [-1.00, -0.76, -1.13], [-1.45, 1.28, 0.60]]}

Entry 7:
{"formula": "C4H11N2O", "method": "ωB97M-V/def2-TZVPD", "charge": 1, "lumo_ev": -3.1, "e_homo_ev": -13.23, "gap_ev": 10.094, "relative_energy_kcal_mol": 51.8, "elements": ["O", "C", "C", "H", "H", "H", "H", "C", "C", "N", "N", "H", "H", "H", "H", "H", "H", "H"], "xyz": [[-1.08, -1.79, 1.61], [0.13, -1.91, 1.95], [1.30, -1.69, 1.04], [0.32, -2.22, 3.00], [1.99, -2.50, 1.17], [1.85, -0.80, 1.39], [0.94, -1.46, 0.06], [-0.41, 1.44, -1.63], [-0.22, 1.00, -0.40], [-1.42, 0.63, 0.44], [0.58, 1.88, -2.54], [-1.40, 1.52, -2.11], [0.70, 0.94, 0.11], [-1.53, 1.32, 1.19], [-2.25, 0.66, -0.16], [-1.26, -0.34, 0.80], [1.49, 1.50, -2.37], [0.27, 1.81, -3.56]]}

Entry 8:
{"formula": "C12H20F5N6O3PtSTe", "method": "ωB97M-V/def2-TZVPD", "charge": 1, "lumo_ev": [-6.1, -6.1], "e_homo_ev": [-11.23, -11.23], "gap_ev": [5.157, 5.155], "relative_energy_kcal_mol": 27.9, "elements": ["Pt", "N", "C", "C", "C", "C", "N", "C", "N", "N", "C", "O", "O", "H", "H", "H", "H", "H", "H", "H", "H", "H", "H", "H", "H", "H", "H", "N", "C", "S", "C", "C", "C", "N", "C", "C", "H", "H", "H", "H", "H", "H", "F", "Te", "F", "F", "F", "F", "O"], "xyz": [[0.52, -0.26, -1.94], [-1.09, 0.93, -2.30], [-0.96, 1.99, -1.25], [-1.73, 3.26, -1.63], [-1.67, 4.44, -0.65], [-2.25, 4.17, 0.73], [-1.42, 3.20, 1.44], [-1.85, 2.27, 2.27], [-3.08, 2.34, 2.79], [-1.06, 1.25, 2.58], [0.54, 2.19, -0.96], [0.88, 2.88, -0.01], [1.37, 1.58, -1.75], [-1.06, 1.34, -3.23], [-1.97, 0.42, -2.20], [-1.39, 1.54, -0.36], [-2.78, 2.97, -1.76], [-1.38, 3.61, -2.61], [-2.23, 5.26, -1.09], [-0.64, 4.78, -0.54], [-3.27, 3.78, 0.65], [-2.29, 5.11, 1.29], [-0.45, 3.13, 1.09], [-3.60, 3.20, 2.75], [-3.40, 1.63, 3.43], [-0.27, 1.04, 1.98], [-1.40, 0.47, 3.11], [2.22, -5.88, 0.60], [3.13, -4.93, 0.80], [4.47, -5.01, 1.73], [2.88, -3.68, 0.03], [2.82, -3.66, -1.36], [2.31, -2.51, -2.01], [2.07, -1.39, -1.37], [2.64, -1.21, -0.06], [2.68, -2.48, 0.69], [2.32, -6.76, 1.09], [1.35, -5.69, 0.11], [2.98, -4.56, -1.94], [1.98, -2.57, -3.04], [3.64, -0.76, -0.16], [2.77, -2.42, 1.77], [1.90, -0.28, 0.65], [-0.28, -2.41, 0.10], [-0.36, -2.45, 2.04], [-2.03, -3.01, 0.20], [-1.09, -0.64, 0.43], [0.06, -4.27, -0.33], [-0.52, -1.96, -1.77]]}

Entry 9:
{"formula": "H2N2O3S", "method": "ωB97M-V/def2-TZVPD", "lumo_ev": 0.0, "e_homo_ev": -10.08, "gap_ev": 10.088, "relative_energy_kcal_mol": 58.5, "elements": ["N", "N", "O", "O", "O", "S", "H", "H"], "xyz": [[1.59, 0.59, 0.52], [-1.48, -0.51, -0.37], [-1.28, 0.21, 0.57], [-2.45, -1.12, -0.68], [-0.39, -0.79, -1.20], [1.06, 0.40, -1.07], [2.03, -0.01, 1.19], [0.92, 1.23, 1.04]]}